C3H8N2OS | ωB97M-V/def2-TZVPD

Last column: Löwdin charge in e.
CARTESIAN COORDINATES (ANGSTROEM)
S  2.37  -0.70  0.67  0.67
O  -2.63  0.32  -1.15  0.10
N  -0.73  0.66  0.19  0.01
N  -0.70  1.01  -2.09  0.14
C  -1.50  0.64  -0.98  -0.58
C  -0.43  -0.60  0.88  -0.30
C  0.83  -0.53  1.69  -0.54
H  -1.26  1.18  -2.92  0.09
H  -0.93  1.34  0.91  0.14
H  0.90  -1.40  2.34  0.06
H  -0.34  -1.44  0.18  0.12
H  1.82  -0.13  -0.41  -0.16
H  -1.29  -0.90  1.51  0.12
H  -0.22  1.88  -1.94  0.08
H  0.93  0.40  2.24  0.06

Results
* energy above the lowest of the compared OMol25 structures with the same formula, charge and spin: 20.3 kcal/mol
* charge: 0
* SMILES: NC(=O)NCCS
* HOMO-LUMO gap: 9.765 eV
* HOMO level: -9.03 eV


C3H8N2OS | ωB97M-V/def2-TZVPD

Last column: Löwdin charge in e.
CARTESIAN COORDINATES (ANGSTROEM)
S  1.27  -0.72  1.48  0.96
O  2.23  -1.75  1.09  -0.53
N  1.16  1.74  0.11  -0.01
N  -0.28  -0.69  0.68  -0.47
C  -0.40  -1.50  -0.52  -0.17
C  -0.17  1.50  -0.41  -0.31
C  -0.94  0.57  0.63  -0.25
H  0.45  -1.51  -1.22  0.08
H  -0.69  2.44  -0.45  0.09
H  -0.73  0.95  1.64  0.11
H  -1.26  -1.28  -1.23  0.10
H  -0.61  -2.61  -0.22  0.11
H  -1.93  0.38  0.25  0.11
H  -0.21  0.96  -1.43  0.11
H  2.09  1.51  -0.39  0.06

Results
* energy above the lowest of the compared OMol25 structures with the same formula, charge and spin: 113.5 kcal/mol
* charge: 0
* HOMO-LUMO gap (alpha / beta): 7.458 / 9.058 eV
* HOMO level (alpha / beta): -7.83 / -9.35 eV


C3H8N2OS | ωB97M-V/def2-TZVPD

Last column: Löwdin charge in e.
CARTESIAN COORDINATES (ANGSTROEM)
S  -2.22  -1.88  -0.96  0.70
O  2.50  1.71  0.75  0.04
N  1.33  -0.07  -0.01  0.05
N  0.28  1.69  1.14  0.17
C  -0.79  -0.76  -1.19  -0.54
C  1.43  1.16  0.66  -0.62
C  0.15  -0.88  0.02  -0.31
H  0.42  -1.94  0.10  0.11
H  -0.36  -0.81  -2.18  0.07
H  -1.31  0.21  -1.17  0.05
H  1.96  -0.12  -0.79  0.14
H  0.24  2.63  1.52  0.12
H  -2.62  -1.42  0.20  -0.16
H  -0.39  -0.79  0.97  0.11
H  -0.62  1.29  0.96  0.07

Results
* energy above the lowest of the compared OMol25 structures with the same formula, charge and spin: 10.6 kcal/mol
* charge: 0
* SMILES: NC(=O)NCCS
* HOMO-LUMO gap: 9.881 eV
* HOMO level: -9.32 eV


C3H8N2S | ωB97M-V/def2-TZVPD

Last column: Löwdin charge in e.
CARTESIAN COORDINATES (ANGSTROEM)
S  1.42  0.10  -0.95  0.81
N  -0.10  -0.69  -0.75  -0.34
N  -2.37  -0.87  -0.10  0.11
C  2.30  -0.26  0.56  -0.45
C  -1.34  -0.14  -0.32  -0.56
C  -1.29  1.33  -0.13  -0.08
H  -0.05  -1.71  -0.64  0.08
H  -2.28  1.66  0.25  0.09
H  1.56  -0.03  1.46  0.07
H  -2.12  -1.87  -0.16  0.05
H  2.60  -1.35  0.68  0.04
H  -0.51  1.55  0.59  0.06
H  -1.02  1.84  -1.08  0.09
H  3.19  0.44  0.58  0.04

Results
* energy above the lowest of the compared OMol25 structures with the same formula, charge and spin: 28.7 kcal/mol
* charge: 0
* SMILES: [H]/N=C(/C)NSC
* HOMO-LUMO gap: 9.641 eV
* HOMO level: -8.86 eV


C3H8N2S | ωB97M-V/def2-TZVPD

Last column: Löwdin charge in e.
CARTESIAN COORDINATES (ANGSTROEM)
S  0.18  2.14  0.10  0.47
N  0.01  -0.56  -0.49  -0.31
N  0.68  -1.09  0.55  -0.22
C  -0.08  -1.05  1.82  -0.20
C  -0.61  -1.77  -1.33  -0.02
C  -0.12  0.75  -0.86  -0.64
H  0.37  -2.12  -1.77  0.08
H  -0.90  0.84  -1.63  0.06
H  -1.68  -1.06  1.72  0.17
H  1.17  -1.96  0.09  0.16
H  -1.42  -1.46  -2.10  0.10
H  0.31  0.29  2.29  0.14
H  0.36  -2.17  2.40  0.12
H  -1.10  -2.60  -0.69  0.10

Results
* energy above the lowest of the compared OMol25 structures with the same formula, charge and spin: 175.0 kcal/mol
* charge: 0
* HOMO-LUMO gap: 8.467 eV
* HOMO level: -8.15 eV


C3H8N2S | ωB97M-V/def2-TZVPD

Last column: Löwdin charge in e.
CARTESIAN COORDINATES (ANGSTROEM)
S  -1.24  -2.19  -1.79  0.65
N  0.62  1.50  -0.27  -0.13
N  -0.69  1.24  -0.23  -0.04
C  -0.40  -1.26  -0.33  -0.47
C  1.10  1.28  1.05  -0.15
C  -1.13  0.03  -0.32  -0.27
H  0.90  0.33  1.40  0.03
H  0.65  -1.30  -0.52  0.05
H  -0.64  -3.40  -1.67  -0.17
H  0.81  1.88  2.06  0.13
H  0.77  2.38  -0.68  0.10
H  -0.62  -1.94  0.49  0.07
H  2.15  1.36  0.97  0.06
H  -2.26  0.10  -0.16  0.13

Results
* energy above the lowest of the compared OMol25 structures with the same formula, charge and spin: 78.7 kcal/mol
* charge: 0
* SMILES: CN/N=C\CS
* HOMO-LUMO gap: 9.112 eV
* HOMO level: -8.39 eV


C3H8N3 | ωB97M-V/def2-TZVPD

Last column: Löwdin charge in e.
CARTESIAN COORDINATES (ANGSTROEM)
N  2.63  -0.37  0.23  0.09
N  -1.06  0.69  -0.03  0.02
N  -0.38  -1.56  -0.02  0.21
C  -0.21  -0.27  0.00  -0.05
C  3.50  0.25  -0.36  -0.17
C  -2.47  0.62  0.25  -0.01
H  0.37  -2.16  0.26  0.12
H  -2.73  -0.48  0.20  0.12
H  -1.29  -1.83  0.12  0.09
H  -2.77  1.16  1.12  0.09
H  3.59  0.79  -1.31  0.08
H  -3.14  1.22  -0.38  0.11
H  -0.56  1.54  -0.27  0.17
H  4.53  0.39  0.20  0.13

Results
* energy above the lowest of the compared OMol25 structures with the same formula, charge and spin: 130.0 kcal/mol
* charge: +1
* HOMO-LUMO gap (alpha / beta): 7.355 / 10.852 eV
* HOMO level (alpha / beta): -13.29 / -15.06 eV


C3H8N3 | ωB97M-V/def2-TZVPD

Last column: Löwdin charge in e.
CARTESIAN COORDINATES (ANGSTROEM)
N  -1.74  0.62  0.59  0.10
N  -0.27  2.36  1.41  0.26
N  0.23  -0.66  -0.65  -0.04
C  -1.11  1.59  1.15  -0.27
C  0.74  -1.84  -0.05  -0.04
C  0.80  0.22  -1.40  0.17
H  0.42  1.07  -1.96  0.12
H  1.22  -1.78  0.92  0.12
H  0.02  3.23  1.75  0.09
H  -2.68  0.49  0.60  0.04
H  1.25  -2.49  -0.79  0.12
H  1.91  0.16  -1.61  0.14
H  -0.67  -0.51  -0.11  0.09
H  -0.14  -2.45  0.15  0.10

Results
* energy above the lowest of the compared OMol25 structures with the same formula, charge and spin: 74.6 kcal/mol
* charge: +1
* HOMO-LUMO gap: 9.254 eV
* HOMO level: -14.12 eV


C3H8N3 | ωB97M-V/def2-TZVPD

Last column: Löwdin charge in e.
CARTESIAN COORDINATES (ANGSTROEM)
N  0.71  0.08  0.47  0.04
N  -3.95  0.03  0.80  0.17
N  -3.04  0.01  0.05  -0.13
C  1.82  0.88  -0.10  -0.04
C  1.69  -0.54  -0.42  -0.05
C  -2.04  -0.19  -0.51  0.04
H  2.38  -1.21  0.07  0.14
H  -0.31  0.05  0.09  0.08
H  0.67  -0.12  1.48  0.18
H  -4.66  0.73  0.80  0.10
H  1.40  1.68  -0.76  0.14
H  1.33  -0.73  -1.39  0.12
H  -1.85  -0.70  -1.42  0.05
H  2.48  1.29  0.72  0.15

Results
* <S²>: 2.006
* energy above the lowest of the compared OMol25 structures with the same formula, charge and spin: 86.7 kcal/mol
* charge: +1
* multiplicity: 3
* HOMO-LUMO gap (alpha / beta): 6.879 / 7.496 eV
* HOMO level (alpha / beta): -9.83 / -13.85 eV


C3H8N3O3 | ωB97M-V/def2-TZVPD

Last column: Löwdin charge in e.
CARTESIAN COORDINATES (ANGSTROEM)
O  -1.24  0.96  -1.07  0.07
O  0.04  0.64  -2.74  0.16
O  -1.87  1.58  -3.05  0.17
N  1.06  -0.71  -0.06  0.17
N  -0.96  1.02  -2.23  -0.46
N  -0.51  0.16  1.58  0.05
C  0.29  -0.25  0.68  -0.07
C  2.01  -1.09  -1.00  -0.03
C  -0.43  -0.28  2.96  -0.01
H  -2.68  1.87  -2.58  0.16
H  3.01  -0.87  -0.62  0.11
H  -0.33  0.59  3.62  0.10
H  -1.26  0.79  1.31  0.16
H  0.44  -0.92  3.10  0.10
H  -1.33  -0.83  3.23  0.10
H  1.84  -0.51  -1.91  0.09
H  1.90  -2.15  -1.22  0.11

Results
* energy above the lowest of the compared OMol25 structures with the same formula, charge and spin: 83.1 kcal/mol
* charge: +1
* HOMO-LUMO gap: 11.443 eV
* HOMO level: -14.83 eV


C3H8N3OS | ωB97M-V/def2-TZVPD

Last column: Löwdin charge in e.
CARTESIAN COORDINATES (ANGSTROEM)
S  -0.40  0.14  -1.68  0.91
O  0.94  1.07  0.65  -0.11
N  -0.27  -1.03  0.79  0.05
N  -1.30  -1.39  0.29  0.01
N  1.77  -0.97  -0.26  0.21
C  -0.10  1.97  1.04  -0.04
C  0.54  -0.09  0.04  -0.69
C  -1.76  -0.87  -0.96  -0.41
H  1.71  -1.64  0.59  0.20
H  1.71  -1.41  -1.28  0.21
H  -1.04  1.35  1.14  0.11
H  -1.85  -1.82  -1.53  0.11
H  -0.36  2.82  0.42  0.10
H  -2.51  -0.14  -0.80  0.07
H  0.31  2.41  1.92  0.10
H  2.61  -0.41  -0.36  0.15

Results
* energy above the lowest of the compared OMol25 structures with the same formula, charge and spin: 60.9 kcal/mol
* charge: +1
* SMILES: CO[C@@]1([NH3+])N=NCS1
* HOMO-LUMO gap: 9.825 eV
* HOMO level: -13.90 eV


C3H8N3S | ωB97M-V/def2-TZVPD

Last column: Löwdin charge in e.
CARTESIAN COORDINATES (ANGSTROEM)
S  -1.67  0.22  -1.62  0.88
N  0.49  -0.24  -0.03  0.09
N  -1.45  -0.46  1.34  0.15
N  0.46  -1.45  1.94  0.17
C  0.71  1.53  -2.01  -0.10
C  -0.19  -0.66  1.05  -0.50
C  -0.10  0.52  -1.36  -0.66
H  0.01  -1.78  2.78  0.13
H  1.52  -0.55  0.03  0.18
H  1.47  -1.57  1.93  0.13
H  -1.94  0.11  0.51  0.07
H  0.82  2.57  -1.64  0.14
H  -2.00  -0.99  2.06  0.17
H  0.21  1.58  -2.96  0.09
H  1.66  1.17  -2.03  0.06

Results
* energy above the lowest of the compared OMol25 structures with the same formula, charge and spin: 13.0 kcal/mol
* charge: +1
* SMILES: CC(=S)NC(N)=[NH2+]
* HOMO-LUMO gap: 8.715 eV
* HOMO level: -13.54 eV


C3H8N4 | ωB97M-V/def2-TZVPD

Last column: Löwdin charge in e.
CARTESIAN COORDINATES (ANGSTROEM)
N  -0.58  0.24  -1.41  0.10
N  1.49  2.02  0.65  -0.07
N  -0.91  -2.43  -0.69  0.02
N  0.14  1.90  0.37  -0.11
C  -0.16  -0.42  0.89  -0.02
C  -0.33  0.42  -0.09  -0.38
C  -0.44  -2.07  0.45  -0.15
H  -0.96  -3.45  -0.78  0.06
H  -0.14  -2.82  1.20  0.09
H  0.27  -0.31  1.87  0.08
H  -0.79  -0.77  -1.57  0.05
H  1.81  2.70  1.34  0.08
H  -1.37  0.80  -1.71  0.10
H  -0.15  2.48  -0.42  0.08
H  2.11  1.72  -0.10  0.08

Results
* energy above the lowest of the compared OMol25 structures with the same formula, charge and spin: 87.5 kcal/mol
* charge: 0
* SMILES: [H]/N=C/C=C(\N)NN
* HOMO-LUMO gap: 9.371 eV
* HOMO level: -8.20 eV


C3H8N4 | ωB97M-V/def2-TZVPD

Last column: Löwdin charge in e.
CARTESIAN COORDINATES (ANGSTROEM)
N  1.17  -0.19  -1.50  -0.03
N  1.02  -0.03  -0.16  -0.19
N  0.35  0.42  -2.18  -0.04
N  -0.59  0.98  -1.36  -0.03
C  1.61  -0.96  0.74  -0.07
C  -1.54  -0.02  0.62  -0.07
C  -0.29  0.72  0.06  -0.29
H  -1.15  -0.42  1.57  0.07
H  2.27  -1.37  0.02  0.06
H  -1.30  1.35  -1.96  0.11
H  -1.86  -0.90  -0.01  0.10
H  2.17  -0.30  1.55  0.13
H  0.77  -1.59  1.07  0.08
H  -0.27  1.74  0.68  0.15
H  -2.34  0.57  0.85  0.03

Results
* energy above the lowest of the compared OMol25 structures with the same formula, charge and spin: 94.2 kcal/mol
* charge: 0
* SMILES: C[C@@H]1NN=NN1C
* HOMO-LUMO gap: 8.744 eV
* HOMO level: -7.74 eV


C3H8N4 | ωB97M-V/def2-TZVPD

Last column: Löwdin charge in e.
CARTESIAN COORDINATES (ANGSTROEM)
N  1.38  0.47  0.43  -0.07
N  -3.36  0.73  -0.76  0.16
N  -3.59  -1.60  -0.21  0.13
N  -0.61  1.72  0.76  0.08
C  2.04  -0.72  -0.24  -0.10
C  -3.66  -0.42  -0.54  -0.40
C  0.07  0.85  0.21  -0.38
H  1.35  -1.57  -0.08  0.07
H  -0.11  2.40  1.33  0.04
H  -0.39  0.33  -0.54  0.08
H  -3.78  1.58  -0.49  0.06
H  2.22  -0.43  -1.36  0.10
H  2.16  1.08  0.63  0.11
H  3.04  -0.94  0.17  0.07
H  -4.04  -2.45  -0.49  0.05

Results
* energy above the lowest of the compared OMol25 structures with the same formula, charge and spin: 59.0 kcal/mol
* charge: 0
* SMILES: [H]/N=C\NC.N=C=N
* HOMO-LUMO gap: 9.871 eV
* HOMO level: -8.84 eV


C3H8N4 | ωB97M-V/def2-TZVPD

Last column: Löwdin charge in e.
CARTESIAN COORDINATES (ANGSTROEM)
N  1.00  0.32  -0.25  0.04
N  0.76  -1.03  1.79  0.07
N  0.12  -0.02  -2.40  0.01
N  0.15  0.87  -1.29  -0.05
C  0.40  -0.89  0.38  -0.28
C  -0.44  0.22  -0.15  -0.40
C  -1.19  1.09  0.81  -0.04
H  -1.88  1.75  0.27  0.07
H  0.42  -1.91  2.17  0.08
H  1.08  -0.16  -2.71  0.08
H  -0.34  0.45  -3.18  0.07
H  0.48  -1.79  -0.22  0.12
H  -0.53  1.71  1.42  0.08
H  1.78  -1.07  1.87  0.08
H  -1.80  0.47  1.48  0.07

Results
* energy above the lowest of the compared OMol25 structures with the same formula, charge and spin: 132.5 kcal/mol
* charge: 0
* SMILES: C[C@]12[C@H](N)N1N2N
* HOMO-LUMO gap: 9.722 eV
* HOMO level: -8.65 eV


C3H8N4O | ωB97M-V/def2-TZVPD

Last column: Löwdin charge in e.
CARTESIAN COORDINATES (ANGSTROEM)
O  0.86  -0.26  -0.20  -0.16
N  -1.28  -0.36  -0.30  -0.25
N  1.99  0.32  0.30  -0.01
N  -1.07  -1.66  0.28  0.00
N  -0.44  1.79  0.16  0.15
C  -0.27  0.53  -0.10  -0.50
C  -2.67  0.15  -0.09  -0.06
C  3.04  -0.29  -0.19  -0.02
H  0.49  2.26  0.12  0.05
H  0.20  -1.72  0.04  0.20
H  -0.93  -1.39  1.35  0.11
H  4.00  0.09  0.51  0.13
H  3.25  -1.25  -0.89  0.13
H  -2.66  1.23  -0.52  0.10
H  -3.45  -0.47  -0.62  0.10
H  -2.78  0.35  0.93  0.05

Results
* energy above the lowest of the compared OMol25 structures with the same formula, charge and spin: 157.0 kcal/mol
* charge: 0
* HOMO-LUMO gap: 9.401 eV
* HOMO level: -8.96 eV


C3H8N4O | ωB97M-V/def2-TZVPD

Last column: Löwdin charge in e.
CARTESIAN COORDINATES (ANGSTROEM)
O  -1.82  -1.59  -0.59  -0.04
N  0.89  -0.20  1.24  -0.17
N  0.08  1.30  -0.73  -0.12
N  0.28  -1.40  0.51  -0.02
N  -0.90  0.53  -0.45  -0.07
C  2.30  -0.17  0.84  -0.22
C  -0.38  2.44  -0.82  -0.11
C  -0.82  -0.88  -0.21  -0.47
H  2.84  1.13  0.98  0.16
H  -1.65  2.68  -0.35  0.17
H  -0.13  -2.49  1.12  0.28
H  0.26  3.13  -1.56  0.11
H  0.95  -0.68  2.10  0.06
H  -1.79  0.77  -1.05  0.18
H  2.93  -1.21  1.19  0.09
H  2.13  -0.48  -0.65  0.17

Results
* energy above the lowest of the compared OMol25 structures with the same formula, charge and spin: 236.5 kcal/mol
* charge: 0
* HOMO-LUMO gap: 9.278 eV
* HOMO level: -8.97 eV


C3H8N4O | ωB97M-V/def2-TZVPD

Last column: Löwdin charge in e.
CARTESIAN COORDINATES (ANGSTROEM)
O  -1.72  -1.32  0.27  -0.10
N  0.14  1.88  -0.56  0.02
N  1.66  0.24  1.04  0.04
N  -1.53  0.83  -1.62  0.12
N  1.31  -1.84  0.07  0.14
C  0.86  -0.75  0.38  -0.42
C  -0.83  0.79  -0.61  -0.53
C  -0.83  -0.29  0.52  -0.28
H  1.03  1.01  1.41  0.10
H  2.42  0.13  1.74  0.12
H  1.03  1.21  -0.62  0.09
H  -1.00  -1.88  -0.50  0.23
H  -2.33  0.08  -1.33  0.12
H  0.70  -2.60  -0.25  0.06
H  0.22  2.48  -1.51  0.14
H  -1.12  0.05  1.57  0.16

Results
* energy above the lowest of the compared OMol25 structures with the same formula, charge and spin: 106.5 kcal/mol
* charge: 0
* SMILES: [H]/N=C(/N)C(O)/C(N)=N\[H]
* HOMO-LUMO gap: 10.115 eV
* HOMO level: -9.72 eV


C3H8N4O | ωB97M-V/def2-TZVPD

Last column: Löwdin charge in e.
CARTESIAN COORDINATES (ANGSTROEM)
O  0.96  -0.49  -0.31  -0.26
N  -0.75  1.68  0.07  0.02
N  -1.77  0.69  -0.32  -0.06
N  -2.05  -1.73  -0.11  0.10
N  1.97  0.20  0.40  -0.03
C  3.24  -0.33  -0.36  -0.02
C  -1.47  -0.64  0.09  -0.45
C  -0.04  -0.71  0.69  -0.22
H  -2.75  1.16  -0.40  0.17
H  -2.84  -1.91  -0.83  0.09
H  0.06  0.05  1.57  0.12
H  -0.65  2.30  -0.86  0.15
H  -1.39  2.32  0.32  0.00
H  -0.03  -1.70  1.20  0.11
H  3.65  -1.29  -1.59  0.22
H  3.84  0.38  0.44  0.05

Results
* energy above the lowest of the compared OMol25 structures with the same formula, charge and spin: 267.3 kcal/mol
* charge: 0
* HOMO-LUMO gap: 8.746 eV
* HOMO level: -8.75 eV